The following is a quantum chemistry calculation of C17H53N12O10 as an isolated structure in a non-equilibrium geometry, from the OMol25 dataset.

Last column: Mulliken charge in e.
Positions of all 92 atoms, in Å:
C 13.42098 -0.50066 6.21698  -0.53
C 14.64644 -0.72716 5.31173  1.96
O 14.57300 -1.81147 4.41001  -1.17
H 13.16070 -1.41361 6.75259  0.65
H 12.53905 -0.11667 5.70429  0.94
H 13.73266 0.08807 7.07973  -0.40
H 15.50118 -0.80409 5.98374  -1.40
H 14.74814 0.22344 4.78818  -1.55
C 10.26074 0.67187 4.59318  -1.22
C 11.35824 1.64467 4.52954  0.52
C 11.17041 2.92148 5.39612  -0.94
O 10.16879 3.90860 5.05401  -0.50
C 10.35480 4.65386 3.89658  -0.84
N 12.53327 0.93994 4.92802  0.94
H 10.28057 0.18606 5.56873  -0.17
H 10.39165 -0.16397 3.90592  0.17
H 9.28988 1.06594 4.29278  0.56
H 11.52313 1.89673 3.48199  0.49
H 12.16409 3.36922 5.38139  0.55
H 10.99622 2.64070 6.43483  -0.10
H 11.14523 5.39950 3.98229  0.30
H 9.41975 5.13632 3.61194  0.30
H 10.72408 4.10545 3.02998  0.30
H 12.48192 -0.03911 4.68529  -1.08
H 12.40320 0.69417 5.89899  -0.14
C 14.47055 1.04745 9.00007  -0.82
C 13.53978 2.18168 8.56992  -1.09
C 13.36415 2.37660 7.04555  0.46
O 14.55522 2.72842 6.35467  -0.47
C 14.33820 2.65286 4.85344  -1.43
N 12.26819 1.76186 9.12585  -0.09
H 14.32862 0.23196 8.29089  0.84
H 14.34703 0.73346 10.03653  0.41
H 15.52271 1.26652 8.81823  -0.01
H 13.89219 3.13071 8.97396  0.49
H 12.69028 3.21325 6.86112  0.91
H 13.10540 1.42717 6.57680  0.22
H 13.35526 3.10198 4.71121  0.77
H 14.25401 1.58898 4.63171  1.10
H 15.08910 3.21406 4.29730  0.69
H 12.40556 1.77564 10.12637  0.30
H 11.52816 2.42995 8.96423  0.28
C 16.80380 1.39511 4.91783  -0.44
C 16.41754 1.48393 6.38569  0.81
O 17.67102 1.61065 7.08636  -0.77
O 16.88962 2.74714 4.52989  -0.56
H 15.93289 0.85110 4.55222  1.77
H 17.69188 0.82431 4.64651  0.36
H 15.85521 0.63857 6.78223  -1.50
H 15.77266 2.32919 6.62603  1.43
H 17.60239 1.53624 8.04101  0.47
H 17.64179 3.12469 4.99173  0.43
C 17.56025 -1.34295 5.56970  0.23
O 16.74014 -1.97178 4.95473  -0.51
N 18.70769 -0.87038 5.11732  -0.40
N 17.30349 -0.80880 6.73931  -0.29
H 19.21310 -0.33187 5.80627  0.15
H 19.20181 -1.16962 4.28882  0.21
H 16.41081 -0.95300 7.18924  0.34
H 17.97850 -0.22839 7.21638  0.38
C 11.83093 -0.51675 7.66852  -0.20
O 11.44692 0.18576 6.77017  -0.51
N 12.73043 -0.18347 8.56945  -0.03
N 11.42832 -1.70396 8.04739  -0.26
H 12.93548 -0.70434 9.41014  0.44
H 12.89914 0.80548 8.45281  -0.87
H 11.94434 -2.13706 8.79989  0.18
H 10.68377 -2.17323 7.55189  0.31
C 11.42165 -1.20459 3.51237  -0.21
O 10.71849 -0.77606 2.65383  -0.74
N 12.53740 -0.69401 3.84795  0.74
N 11.12107 -2.31737 4.15233  -0.14
H 12.75438 0.02166 3.16910  0.70
H 13.25268 -1.07480 4.45084  -1.73
H 11.67748 -2.74670 4.87771  0.56
H 10.23673 -2.73693 3.90331  0.26
C 13.38747 -3.99159 4.79223  -0.20
O 14.40132 -3.95238 4.11417  -0.56
N 12.63505 -4.98975 4.99618  -0.24
N 12.84052 -3.00023 5.36266  -0.09
H 11.87141 -4.91996 5.65351  0.11
H 12.85863 -5.85754 4.53029  0.30
H 12.15563 -3.30056 6.04149  0.78
H 13.31335 -2.12228 5.52313  -0.45
C 14.57347 -0.61751 2.38710  0.07
O 14.78039 -1.76057 2.62031  -0.32
N 14.13894 0.25178 3.22215  1.06
N 14.74557 -0.04705 1.22609  -0.47
H 14.10680 1.25893 3.15346  0.54
H 14.06336 -0.09666 4.16713  -2.86
H 15.08851 -0.64955 0.49159  0.35
H 14.87102 0.95511 1.21874  0.15

## Properties
Total charge = -1
HOMO energy = -1.66 eV
ΔE to the lowest compared entry with this formula, charge and spin = 1065.05 kcal per mole
Kohn-Sham gap = 3.8 eV
E_tot = -2087.3900 a.u.

***

The following is a quantum chemistry calculation of C9H26B2CsNO as an isolated structure in a non-equilibrium geometry, from the OMol25 dataset.

Last column: Mulliken charge in e.
Positions of all 40 atoms, in Å:
Cs -2.89038 -0.36639 -1.96406  0.86
B -7.86587 0.52381 -0.96242  -0.02
H -7.00997 0.21350 -1.54154  -0.31
H -7.97538 1.59124 -0.84908  -0.21
H -8.77349 0.09318 -1.35617  -0.24
H -7.70841 0.05030 -0.00575  -0.17
B -5.82658 -4.30013 -0.66284  -0.04
H -4.90380 -3.98043 -1.12167  -0.30
H -6.56459 -4.46407 -1.43271  -0.21
H -5.75822 -5.18827 -0.05392  -0.24
H -6.14276 -3.41848 -0.12716  -0.17
C 2.04989 -1.27520 -1.54146  -1.54
C 2.61421 -0.42907 -0.39470  1.35
C 3.29262 0.76035 -1.27486  -1.33
C 3.69801 1.95790 -0.48691  -0.81
C 2.54299 2.47729 0.37818  -1.00
C 1.79426 1.38171 1.27925  1.31
N 1.47608 0.11133 0.48389  0.27
O 0.63457 -0.93967 1.14249  -0.84
C 0.40404 2.04867 1.65791  -1.67
C 2.58895 1.19489 2.59837  -1.80
C 3.74093 -1.20616 0.35926  -1.46
H 1.67859 -2.25295 -1.23446  0.28
H 2.69415 -1.42542 -2.40776  0.36
H 1.25235 -0.71155 -2.02553  0.34
H 2.71263 1.16817 -2.10274  0.39
H 4.15576 0.28594 -1.74179  0.51
H 4.24852 2.61741 -1.15779  0.39
H 4.48191 1.60121 0.18120  0.33
H 1.91620 2.86970 -0.42260  0.32
H 2.96651 3.26313 1.00363  0.42
H -0.10809 2.19566 0.70700  0.38
H 0.47499 2.86948 2.37159  0.35
H -0.22118 1.36606 2.23345  0.38
H 2.26540 0.33054 3.17830  0.32
H 2.50002 2.12179 3.16499  0.48
H 3.63147 1.03913 2.32090  0.33
H 4.72089 -1.25228 -0.11577  0.29
H 3.22120 -2.13614 0.58973  0.36
H 3.99173 -0.78628 1.33337  0.30

## Properties
Total charge = -2
HOMO energy = -1.06 eV
Kohn-Sham gap = 4.0 eV
E_tot = -557.9992 a.u.

***

The following is a quantum chemistry calculation of C22H50BF4O20Tl2 as an isolated structure in a non-equilibrium geometry, from the OMol25 dataset.

Last column: Mulliken charge in e.
Positions of all 99 atoms, in Å:
Tl 33.03226 7.35816 29.11944  1.01
Tl 23.15464 10.00529 30.78759  1.00
C 30.68286 15.06882 28.65163  -0.09
C 30.13003 16.29602 28.36253  0.30
C 28.83932 16.80860 29.11007  0.27
O 28.20194 17.92201 28.84816  -0.39
C 28.12988 15.93103 29.89642  0.05
C 28.58673 14.55933 30.08753  0.36
C 30.05499 14.16715 29.62014  0.30
O 30.43584 12.97110 29.85511  -0.47
O 27.82625 13.74604 30.71164  -0.48
O 30.82796 17.01341 27.52418  -0.42
H 31.63809 14.82119 28.21276  0.51
H 27.22557 16.11654 30.45697  0.50
B 27.81126 6.01995 31.40001  0.63
F 28.43569 7.29604 31.25200  -0.41
F 28.01688 5.46431 32.65996  -0.38
F 26.46915 6.14805 31.24747  -0.36
F 28.42280 5.34959 30.36605  -0.36
C 28.97862 3.99990 38.92876  -0.40
C 29.58281 5.30443 39.47891  -0.30
O 28.97321 5.49266 40.77705  -0.46
O 27.66024 4.26964 38.43021  -0.48
H 29.05097 3.32909 39.78485  0.32
H 29.64532 3.44206 38.27117  0.39
H 29.35584 6.18962 38.88476  0.24
H 30.63966 5.36313 39.73914  0.30
H 28.02050 5.38215 40.73526  0.34
H 27.29830 3.49799 37.98845  0.31
C 20.99042 4.80093 28.51799  -0.46
C 21.42691 4.35234 29.86569  -0.32
O 21.31275 5.37594 30.83647  -0.50
O 21.88820 5.84274 28.13641  -0.50
H 19.98787 5.22240 28.44472  0.29
H 21.02220 3.94520 27.84358  0.34
H 22.43233 3.94534 29.75804  0.26
H 20.81029 3.49759 30.14370  0.34
H 21.14536 4.89515 31.65036  0.33
H 22.04498 5.73405 27.19555  0.32
C 35.13193 9.14334 34.72474  -0.55
C 33.78842 8.63873 35.15019  -0.27
O 33.02770 7.67999 34.51541  -0.45
O 35.05627 9.74360 33.46444  -0.49
H 35.92177 8.39378 34.67575  0.28
H 35.42795 9.89599 35.45549  0.35
H 33.06070 9.39591 35.44210  0.31
H 34.10115 8.32559 36.14630  0.32
H 32.32384 7.42967 35.11834  0.34
H 35.04767 10.67776 33.68547  0.33
C 31.29200 0.29260 32.46622  -0.25
C 32.13453 1.45549 32.92537  -0.55
O 32.81889 2.23136 31.92247  -0.46
O 32.17047 -0.70376 31.96436  -0.46
H 30.67223 0.66036 31.64845  0.28
H 30.64907 -0.06471 33.27064  0.33
H 32.89136 1.00687 33.56884  0.34
H 31.54873 2.16455 33.51033  0.32
H 33.68264 1.81292 31.94317  0.35
H 31.56678 -1.34576 31.58356  0.31
C 26.12672 0.93808 25.77799  -0.34
C 27.19481 0.16745 25.05580  -0.34
O 28.17844 -0.29155 26.01342  -0.44
O 25.57021 0.15884 26.89295  -0.54
H 25.30599 1.21037 25.11438  0.31
H 26.62516 1.73034 26.33652  0.28
H 27.73754 0.84370 24.39531  0.28
H 26.82523 -0.65118 24.43825  0.29
H 27.65671 -0.58118 26.76543  0.36
H 25.07535 -0.60908 26.59794  0.32
C 34.38680 4.08058 24.44534  -0.57
C 33.00961 3.58725 24.46695  -0.15
O 32.48878 3.69867 25.83591  -0.53
O 34.42948 5.49375 24.60009  -0.53
H 34.97698 3.76016 23.58679  0.39
H 35.02904 3.72287 25.25012  0.26
H 33.00890 2.53276 24.19102  0.31
H 32.43806 4.18065 23.75329  0.20
H 31.87167 2.98885 26.02807  0.30
H 34.68616 5.86718 23.75377  0.32
C 24.03355 -1.08053 33.87273  -0.35
C 23.69575 -2.09727 32.63595  -0.35
O 22.46427 -1.60632 32.10463  -0.38
O 23.95485 0.38542 33.53821  -0.46
H 24.90922 -1.29964 34.48371  0.37
H 23.25121 -1.11596 34.63087  0.26
H 23.54597 -3.07756 33.08839  0.30
H 24.41877 -2.03672 31.82252  0.30
H 22.82137 -0.89036 31.57408  0.35
H 24.74070 0.51282 33.00173  0.32
C 25.38155 9.80706 36.65841  -0.43
C 24.46722 11.03895 36.93945  -0.42
O 24.07433 11.76027 35.79551  -0.49
O 24.97185 9.04877 35.57990  -0.44
H 25.55422 9.31107 37.61355  0.35
H 26.36624 10.22980 36.45896  0.27
H 25.13964 11.72892 37.44927  0.27
H 23.55215 10.90042 37.51525  0.37
H 23.51673 12.44433 36.17334  0.35
H 25.32077 8.19092 35.83280  0.34

## Properties
Total charge = +3
HOMO energy = -14.54 eV
ΔE to the lowest compared entry with this formula, charge and spin = 143.22 kcal per mole
Kohn-Sham gap = 1.0 eV
E_tot = -3140.8678 a.u.

***

The following is a quantum chemistry calculation of C51H38Cl2F15FeGeN4OSTe as an isolated structure in a non-equilibrium geometry, from the OMol25 dataset.

Last column: Mulliken charge in e.
Positions of all 115 atoms, in Å:
Fe -0.32721 0.34574 1.00800  2.40
N -2.52800 -0.27583 1.16536  -0.08
C -3.15929 -1.22965 2.08391  -0.68
C -3.37441 -0.63773 3.47819  -1.23
C -2.14267 0.03027 4.08880  0.67
C -0.92317 -0.87645 4.27167  -1.03
N -0.13280 -1.02932 3.03591  -0.12
H -3.07283 0.58079 1.10886  0.23
H -2.47804 -0.66805 0.22498  -0.59
H -2.51302 -2.10776 2.15017  0.20
H -4.12496 -1.56773 1.69700  0.58
H -3.73123 -1.43270 4.13779  0.41
H -4.16570 0.11748 3.41520  0.40
H -2.42286 0.44037 5.06250  0.48
H -1.83734 0.86417 3.45449  -0.79
H -1.23746 -1.84532 4.67638  0.34
H -0.27531 -0.41201 5.01337  0.44
H -0.35676 -1.87549 2.51538  0.05
H 0.85175 -1.11267 3.26535  0.05
Cl -0.25935 -5.03872 1.31002  -0.27
C 1.15458 -4.84144 0.31339  0.92
C 1.84755 -5.96472 -0.06477  -0.45
C 2.97394 -5.85144 -0.87156  -0.75
C 3.33810 -4.59706 -1.32629  -0.51
C 2.63887 -3.45993 -0.96242  0.60
Cl 3.13930 -2.00116 -1.77920  -0.20
C 1.52042 -3.49989 -0.05049  -1.27
N 0.75690 -2.54309 0.49811  -0.65
H 1.50913 -6.93446 0.27789  0.41
H 3.54389 -6.72926 -1.14899  0.37
H 4.18364 -4.48047 -1.99476  0.39
C -5.51336 0.28226 -6.57039  -1.55
C -4.45366 -0.00794 -5.54007  0.70
C -4.69746 0.15814 -4.18558  -1.24
C -3.72434 -0.11034 -3.22624  1.16
C -4.07395 0.15174 -1.78052  -0.59
C -2.46402 -0.58339 -3.61834  -0.39
Te -0.91419 -0.94875 -2.13900  0.27
N 0.96122 -1.17991 0.39154  0.96
C 2.07444 -0.51345 0.61451  -1.08
O 2.04273 0.73815 0.41342  -0.46
C 3.31019 -1.10768 1.21247  1.86
C 4.53262 -0.49576 0.94238  -0.87
C 5.69212 -0.93466 1.56100  -0.77
C 5.63780 -1.98448 2.46962  -0.56
C 4.42359 -2.59823 2.74352  -1.29
C 3.26277 -2.16658 2.11529  0.13
C -0.83913 -3.06356 -2.51670  0.36
C 0.15216 -3.53771 -3.36810  -0.31
C 0.27300 -4.89145 -3.64815  -1.01
C -0.59885 -5.78959 -3.05638  -0.76
C -1.57068 -5.32569 -2.18152  -0.68
C -1.70297 -3.97101 -1.89455  0.68
C -2.74767 -3.52095 -0.90949  -0.82
C -2.19531 -0.72582 -4.99037  1.29
C -0.85854 -1.17681 -5.51721  -1.76
C -3.19165 -0.44107 -5.91920  -0.88
H -6.43087 0.63643 -6.10080  0.34
H -5.74831 -0.61553 -7.14576  0.33
H -5.16964 1.04601 -7.27106  0.34
H -5.67068 0.51791 -3.86576  0.23
H -5.08555 0.55024 -1.69842  0.36
H -3.37836 0.87634 -1.35121  -0.04
H -4.02460 -0.77323 -1.20411  0.01
H 4.54832 0.32646 0.23652  0.38
H 6.63735 -0.45099 1.34335  0.44
H 6.53858 -2.31988 2.97122  0.39
H 4.37798 -3.42048 3.44767  0.45
H 2.31995 -2.65952 2.32374  0.46
H 0.85048 -2.84006 -3.81297  0.70
H 1.05249 -5.23645 -4.31610  0.41
H -0.51056 -6.85152 -3.25476  0.37
H -2.23907 -6.03279 -1.70164  0.34
H -3.27692 -4.37493 -0.48479  0.46
H -3.47656 -2.86788 -1.39603  0.18
H -2.26671 -2.97153 -0.09616  -0.20
H -0.04523 -0.73547 -4.94009  0.18
H -0.74674 -0.89453 -6.56491  0.50
H -0.76754 -2.26096 -5.44396  0.31
H -2.97148 -0.55526 -6.97695  0.39
F 3.86079 4.22271 0.88358  -0.29
C 3.41173 3.43342 1.86850  1.10
C 2.08642 3.05461 1.93311  -1.35
C 1.74794 2.26237 3.00855  0.42
F 0.45893 1.82981 3.11212  -0.40
C 2.64033 1.80793 3.95005  -0.10
F 2.24633 0.99521 4.93827  -0.39
C 3.96123 2.19899 3.84878  0.79
F 4.84878 1.79895 4.75241  -0.37
C 4.34417 3.01215 2.80279  0.31
F 5.62104 3.38265 2.69561  -0.36
Ge 0.60046 3.41345 0.59502  2.15
S -0.60832 2.22801 -0.69420  -0.94
C 1.39778 4.92240 -0.46084  -0.51
C 2.33598 4.56796 -1.41715  0.27
F 2.64618 3.27862 -1.57697  -0.13
C 2.99496 5.49868 -2.19563  -0.08
F 3.90275 5.13007 -3.10044  -0.31
C 2.71247 6.84115 -2.01971  0.73
F 3.34558 7.75862 -2.74673  -0.32
C 1.76851 7.23074 -1.09083  -0.01
F 1.49820 8.52962 -0.92736  -0.32
C 1.11461 6.26915 -0.34153  0.08
F 0.16945 6.69839 0.50928  -0.34
C -0.53860 4.27542 2.07097  -0.74
C 0.03782 5.21355 2.91479  0.66
F 1.29624 5.62146 2.69588  -0.41
C -0.61753 5.76286 3.99953  0.25
F -0.02607 6.67352 4.77646  -0.32
C -1.90254 5.34995 4.29133  0.73
F -2.54836 5.85704 5.33913  -0.33
C -2.50637 4.39596 3.49888  0.10
F -3.73639 3.96675 3.79807  -0.36
C -1.82417 3.87989 2.41021  0.01
F -2.46921 2.92358 1.72487  -0.27

## Properties
Total charge = -1
HOMO energy (alpha / beta) = -3.48 / -3.50 eV
<S²> = 6.011
ΔE to the lowest compared entry with this formula, charge and spin = 0.00 kcal per mole
Kohn-Sham gap (alpha / beta) = 5.5 / 5.5 eV
Multiplicity = 5
E_tot = -8685.7530 a.u.